9
Properties=species:S:1:pos:R:3 method="wB97M-V/def2-TZVPD" fmax_ev_per_a=3.344 molar_mass_g_mol=85.06 lumo_energy_ev=0.6254 homo_lumo_gap_ev=10.182 smiles=Oc1ncco1 total_charge=0 multiplicity=1 relative_energy_kj_mol=151.5
O -0.199 -1.026 -0.158
O -2.233 0.055 -0.155
N -0.183 1.136 -0.197
C 1.128 -0.662 -0.127
C -0.867 0.065 -0.183
C 1.192 0.690 -0.073
H 1.956 1.398 0.188
H 1.807 -1.470 -0.015
H -2.599 -0.186 0.721

---

43
Properties=species:S:1:pos:R:3 method="wB97M-V/def2-TZVPD" fmax_ev_per_a=4.210 molar_mass_g_mol=525.51 lumo_energy_ev=-6.9452 homo_lumo_gap_ev=8.603 total_charge=+2 multiplicity=1
La -0.903 -0.061 0.130
Cl -1.114 0.149 -3.774
Cl -1.970 1.581 4.872
Cl -2.092 -1.388 4.907
P 0.383 2.418 0.204
P 0.571 -2.421 0.536
O -0.673 0.086 2.507
O 2.546 0.163 1.849
O -2.711 -0.055 1.640
O 1.462 0.420 -3.581
C -1.954 0.044 2.659
C 1.519 3.582 0.966
C 0.730 -0.153 -5.835
C 0.251 3.035 -1.502
C 0.532 -3.329 -1.044
C 0.570 0.167 -4.369
C 1.793 -3.370 1.462
C -0.964 -3.113 1.265
C 1.616 0.106 1.164
C -1.215 3.059 0.826
C -2.517 0.103 4.054
H -1.268 3.037 1.914
H 1.759 -3.068 2.516
H 1.489 -3.146 -1.553
H -0.792 -4.174 1.064
H -3.594 0.155 3.965
H -1.886 -2.789 0.776
H 0.409 -4.403 -0.799
H 1.504 3.427 2.052
H -0.554 2.531 -2.058
H -1.030 -2.932 2.337
H 0.300 -1.146 -6.060
H -0.294 -2.980 -1.682
H 1.189 4.611 0.717
H 1.546 -4.446 1.358
H 0.057 4.125 -1.430
H -1.137 4.087 0.465
H 1.201 2.822 -2.007
H 1.804 -0.166 -6.084
H 0.231 0.611 -6.462
H 2.786 -3.158 1.052
H -2.104 2.582 0.402
H 2.527 3.396 0.583

---

Number 1: HOMO energy -9.556 eV. Number 2: HOMO energy -15.548 eV.